215
Properties=species:S:1:pos:R:3:lowdin_charge:R:1 method="wB97M-V/def2-TZVPD" e_tot_ev=-107396.2820 smiles=COC[C@H](C)N.COCCNCCOC.COCCNCCOC.COCCNCCOC.COCCNCCOC.COCCNCCOC.COCCNCCOC.COCCNCCOC.COCCNCCOC.CO relative_energy_kcal_mol=170.9 e_homo_ha=-0.3091 total_charge=0 orbital_gap_ev=8.9
O -0.217 -5.297 0.533 -0.1938
O 0.654 -10.306 -1.534 -0.2074
O 1.271 -2.938 -4.293 -0.2183
O -5.015 -1.188 1.040 -0.1871
O 4.131 -5.468 -0.233 -0.1953
O -10.358 0.663 -2.397 -0.2005
O -3.678 3.833 4.535 -0.1977
O 3.306 3.301 -9.238 -0.2380
O 3.433 1.763 9.719 -0.2287
O -0.170 1.428 0.765 -0.1835
O 2.507 6.144 -0.786 -0.1149
O 0.433 0.491 -9.419 -0.1850
O 4.881 4.497 7.348 -0.1925
O 3.996 1.763 -3.643 -0.1967
O -0.481 1.816 -3.448 -0.1871
O -9.813 4.967 2.535 -0.2045
O -0.316 0.420 6.603 -0.2368
O 3.070 -0.155 3.985 -0.2010
N -8.416 0.015 0.239 -0.0698
N -0.309 -7.531 -1.711 -0.0432
N -7.374 3.448 3.858 -0.0578
N 5.049 1.704 4.926 -0.0742
N 0.573 -0.843 -1.033 0.0787
N -0.567 0.728 -6.121 -0.0628
N 4.304 2.845 -6.633 -0.0622
N 1.531 2.667 7.990 -0.0262
N 3.277 -5.378 -3.242 -0.0596
C -1.047 2.713 -2.527 -0.0984
C 5.011 -5.415 -1.339 -0.2369
C -0.953 1.754 1.846 -0.1343
C 4.256 3.508 -5.323 -0.1999
C 4.687 3.185 -8.978 -0.2191
C 2.166 4.839 -0.287 -0.1565
C 4.403 -6.080 -2.624 -0.1868
C -4.945 3.257 4.297 -0.2076
C -1.376 0.763 -3.817 -0.2217
C 0.163 1.613 6.009 -0.2100
C 5.584 3.929 6.127 -0.1277
C 0.607 -9.613 -2.808 -0.1992
C -3.351 4.837 3.558 -0.1067
C 2.543 -3.447 -4.789 -0.1538
C 0.359 -0.395 -8.237 -0.1575
C 2.535 0.798 9.297 -0.1987
C -7.433 -0.864 0.896 -0.2015
C 0.689 0.510 -6.968 -0.1240
C 0.204 -4.015 0.952 -0.0882
C -0.676 -0.033 -4.922 -0.2448
C -10.362 6.299 2.477 -0.0929
C -8.491 4.783 2.010 -0.2150
C 0.843 -8.073 -2.533 -0.1724
C 1.517 2.101 6.639 -0.2062
C 3.636 -4.037 -3.785 -0.1745
C 5.247 0.275 4.956 -0.2241
C 3.333 2.821 -4.304 -0.2065
C 2.856 2.677 -10.458 -0.0718
C -9.045 0.952 -1.958 -0.2023
C 1.234 1.656 9.001 -0.1696
C 0.720 -6.135 -0.009 -0.2634
C 0.082 -7.472 -0.290 -0.1773
C 4.954 3.785 -7.539 -0.1947
C 0.241 -11.664 -1.737 -0.1064
C -3.740 -0.668 1.245 -0.1403
C 2.272 0.869 -0.676 -0.0550
C 5.814 2.361 5.993 -0.1885
C -0.582 0.172 -10.299 -0.1610
C -1.498 -0.192 6.037 -0.0613
C 0.670 0.337 1.122 -0.1917
C -7.921 3.474 2.507 -0.2213
C 4.495 -0.379 3.759 -0.1719
C 4.940 -5.178 0.965 -0.0749
C -6.037 -0.157 0.923 -0.1850
C -8.482 -0.277 -1.181 -0.1870
C 5.649 4.209 8.507 -0.1269
C 4.155 1.449 10.898 -0.1048
C 1.444 -0.222 -0.069 -0.4396
C 2.526 -1.340 4.463 -0.1418
C 4.040 0.475 -4.328 -0.0912
C -11.262 1.615 -2.901 -0.1203
C -6.101 4.257 3.933 -0.1925
C 0.314 -3.826 -3.748 -0.1165
H -2.415 0.940 -4.097 0.1253
H -0.553 -0.941 -7.996 0.1106
H 5.660 1.831 6.933 0.1083
H 2.488 2.924 8.184 0.0808
H -3.175 -1.590 1.111 0.0926
H -6.208 5.009 4.715 0.1153
H 2.159 -0.953 0.307 0.1380
H -1.602 0.500 -10.099 0.0865
H 2.222 4.769 0.799 0.0726
H 5.242 3.418 -4.869 0.1255
H 6.575 4.328 5.913 0.1038
H 5.799 -5.833 1.110 0.0878
H 1.088 1.490 -7.230 0.1043
H 4.765 -1.405 3.510 0.1091
H -0.668 -11.791 -2.325 0.0812
H -7.247 3.046 1.765 0.1139
H 0.062 -12.036 -0.728 0.0878
H -8.652 2.724 2.807 0.1196
H 5.116 3.742 -9.811 0.1123
H -1.827 2.317 1.518 0.0888
H -3.495 -0.133 2.162 0.0729
H 0.740 -8.320 -0.103 0.1052
H -1.230 -0.922 -5.221 0.1155
H 4.074 1.882 4.733 0.0970
H 3.455 6.196 -0.641 0.0687
H 1.004 2.240 9.892 0.1104
H 2.536 -1.528 5.537 0.0854
H -7.846 5.645 2.183 0.1138
H -10.992 2.209 -3.774 0.0821
H -8.590 4.733 0.926 0.1156
H 3.643 1.140 11.809 0.0879
H -5.954 0.393 -0.014 0.1080
H 2.946 -2.174 3.901 0.0801
H 0.303 1.495 4.934 0.1053
H -1.439 -1.246 6.308 0.0889
H -0.362 0.610 -11.272 0.0840
H -10.169 6.941 1.618 0.0854
H -6.044 0.518 1.779 0.1083
H 1.036 -1.248 -8.201 0.1036
H 0.325 1.082 8.821 0.1065
H 2.474 -5.179 -2.663 0.0717
H 1.473 -6.301 0.763 0.1154
H 1.435 -0.050 -6.406 0.0848
H -5.268 2.611 5.113 0.1235
H -0.680 1.702 -5.878 0.0928
H -0.514 -3.716 1.716 0.0907
H 0.044 -3.807 -2.692 0.0746
H 2.429 -4.215 -5.554 0.1147
H 6.309 0.032 4.943 0.1186
H 5.623 5.030 9.224 0.0833
H -2.339 5.171 3.789 0.0891
H -3.957 5.734 3.430 0.0804
H 5.195 -6.173 -3.367 0.1117
H 3.764 -3.347 -2.951 0.1012
H -9.052 1.830 -1.311 0.1130
H 4.250 -5.409 1.776 0.0752
H 5.072 -4.103 1.090 0.0832
H 6.672 3.944 8.240 0.0884
H 3.883 4.530 -5.391 0.1125
H 2.383 0.132 10.146 0.1122
H -0.293 -9.822 -3.387 0.1110
H 3.153 -0.159 -4.330 0.0524
H -8.389 1.148 -2.806 0.1105
H 4.882 0.683 10.630 0.0895
H 0.311 -0.298 -4.543 0.0986
H -2.303 0.364 6.517 0.0854
H 4.568 -4.143 -4.341 0.1158
H 0.034 -0.181 -1.573 0.0496
H 2.378 2.443 -4.669 0.1176
H 5.135 3.440 9.084 0.0556
H 0.414 -4.871 -4.043 0.0784
H 2.874 -2.489 -5.188 0.1009
H 2.865 0.235 8.424 0.1113
H -0.550 -6.631 -2.101 0.0805
H -9.309 -0.163 0.677 0.1101
H -11.657 2.276 -2.129 0.0799
H 4.800 -0.228 -3.986 0.0797
H -9.940 6.715 3.392 0.0807
H -1.851 3.302 -2.969 0.0999
H 4.752 2.285 11.263 0.0810
H 1.812 -7.906 -2.063 0.0949
H 1.119 -1.258 -1.775 0.0657
H -4.742 2.769 3.343 0.1019
H 1.442 -1.325 4.349 0.0812
H 3.180 3.554 -3.512 0.1160
H -7.267 -1.842 0.444 0.1112
H 2.823 0.470 -1.527 0.0709
H 3.564 2.868 -11.265 0.0811
H -0.620 -0.911 -10.421 0.0831
H 1.795 2.821 5.868 0.1121
H 4.889 4.202 5.333 0.1078
H -0.481 2.436 6.317 0.1217
H -1.547 0.032 4.972 0.0670
H 6.862 2.311 5.695 0.1062
H -3.281 4.321 2.600 0.0767
H -7.462 -0.245 -1.564 0.1113
H -8.091 3.872 4.430 0.0994
H -1.282 0.950 2.504 0.0683
H 1.195 4.484 -0.632 0.0648
H 4.157 -7.115 -2.389 0.1028
H 1.397 0.751 1.822 0.1200
H 1.156 -5.591 -0.847 0.1081
H 4.808 -0.198 5.834 0.1067
H 0.927 -7.549 -3.485 0.0987
H 2.935 4.100 -0.514 0.0640
H -9.129 -1.127 -1.400 0.1264
H -0.723 -7.699 0.408 0.1211
H -0.230 3.255 -2.052 0.0701
H -11.426 6.261 2.711 0.0821
H 1.199 -4.103 1.388 0.0762
H -1.245 2.146 -1.618 0.0741
H 5.986 3.941 -7.223 0.1161
H 5.032 2.151 -8.966 0.1153
H -0.583 -3.455 -4.245 0.0810
H 2.892 1.491 -0.030 0.0839
H -0.244 2.322 2.449 0.0889
H -1.571 -0.032 -3.098 0.1073
H 1.579 1.565 -1.149 0.0680
H 2.122 1.225 6.408 0.0908
H -3.446 0.006 0.441 0.0802
H 5.138 -4.373 -1.632 0.1017
H 5.994 -5.826 -1.109 0.1127
H 4.537 4.792 -7.565 0.1060
H 1.859 3.118 -10.454 0.0979
H 1.058 -12.158 -2.264 0.0832
H 4.775 0.216 2.890 0.1146
H 0.139 -0.528 1.518 0.1212
H 0.316 -3.292 0.144 0.0614
H -7.636 -1.092 1.942 0.1145
H 4.232 0.561 -5.398 0.0696
H 1.414 -9.959 -3.453 0.1068
H 2.898 1.603 -10.275 0.0792
H 3.379 2.559 -6.920 0.0909
H -12.150 1.053 -3.189 0.0831
H -5.884 4.869 3.058 0.0886